Record 1
The following is a DFT calculation (ωB97M-V with the def2-TZVPD basis set) of a single C3H5N3 molecule.

HOMO (alpha / beta) in hartree: -0.315 / -0.304
Molar mass in g/mol: 83.09
Energy above the lowest of the compared OMol25 structures with the same formula, charge and spin in kcal/mol: 126.9
Max |F| in hartree/bohr: 0.010
LUMO (alpha / beta) in Ha: -0.0280 / -0.0181
Total charge: 0
E in eV: -7656.9511

Each line ends with the Mulliken charge.
Geometry (Å):
N: 1.39 -0.63 -1.31  -0.494
C: 0.31 -0.10 -0.64  0.659
C: -0.82 0.40 -1.20  -0.573
N: -1.74 0.33 1.37  -0.495
N: -0.55 0.10 1.66  -0.131
C: 0.43 0.24 0.73  -0.256
H: 2.29 -0.52 -0.88  0.227
H: 1.37 -0.51 -2.31  0.251
H: -1.77 0.23 -0.68  0.262
H: -2.30 -0.07 2.13  0.229
H: 1.39 0.53 1.14  0.321



Record 2
The following is a DFT calculation (ωB97M-V with the def2-TZVPD basis set) of a molecular structure, C10H6F5N2S4SbSeW.

HOMO in hartree: -0.308
Molar mass in g/mol: 761.99
Energy above the lowest of the compared OMol25 structures with the same formula, charge and spin in kcal/mol: 0.0
Max |F| in hartree/bohr: 0.012
LUMO in Ha: -0.0677
Total charge: 0
E in eV: -144087.4171

Each line ends with the Mulliken charge.
Geometry (Å):
W: 1.39 0.85 0.99  1.331
S: 2.57 2.61 0.29  -0.283
Sb: 4.23 2.13 2.22  0.615
S: 3.19 -0.74 0.42  -0.278
S: 2.95 -0.22 2.42  -0.218
S: 3.60 3.35 3.94  -0.517
Se: 0.10 1.71 2.64  -0.191
F: 1.12 -1.37 -1.61  -0.325
C: 0.46 -0.23 -1.87  0.009
C: 0.38 0.82 -0.97  -0.186
C: -0.34 1.92 -1.41  0.264
F: -0.49 3.01 -0.65  -0.368
C: -0.97 1.97 -2.64  0.258
F: -1.67 3.05 -3.00  -0.303
C: -0.89 0.90 -3.51  0.644
F: -1.49 0.93 -4.69  -0.297
C: -0.16 -0.21 -3.11  0.030
F: -0.07 -1.26 -3.93  -0.295
C: -2.26 -0.06 1.05  -1.273
C: -1.23 -1.14 1.13  0.374
N: 0.09 -1.07 1.06  0.357
C: 0.57 -2.35 1.25  -0.373
C: -0.47 -3.21 1.39  -0.737
N: -1.60 -2.42 1.32  -0.043
H: -1.92 0.75 0.43  0.093
H: -2.47 0.34 2.04  0.278
H: -3.18 -0.47 0.64  0.433
H: 1.62 -2.57 1.21  0.387
H: -0.52 -4.27 1.53  0.424
H: -2.55 -2.73 1.40  0.190



Record 3
The following is a DFT calculation (ωB97M-V with the def2-TZVPD basis set) of 2 unconnected molecules or ions with the total composition C4H15N3O.

HOMO in hartree: -0.338
Molar mass in g/mol: 121.18
Energy above the lowest of the compared OMol25 structures with the same formula, charge and spin in kcal/mol: 43.3
Max |F| in hartree/bohr: 0.065
Structure (SMILES): NCCNCCN.O
LUMO in Ha: 0.0328
Total charge: 0
E in eV: -10907.6606

Each line ends with the Mulliken charge.
Geometry (Å):
N: 2.07 1.67 1.57  -0.496
C: 0.96 0.66 1.47  -0.473
C: 0.51 0.30 0.09  -0.424
N: 0.02 -1.14 0.08  -0.427
C: -1.22 -1.23 -0.75  -0.318
C: -1.48 -2.53 -1.49  -0.584
N: -2.85 -2.87 -1.74  -0.582
H: 2.59 1.78 2.43  0.200
H: 2.73 1.54 0.79  0.215
H: 0.18 1.15 2.06  0.230
H: 1.13 -0.31 2.09  0.279
H: -0.16 1.03 -0.39  0.279
H: 1.37 0.31 -0.64  0.318
H: 0.75 -1.56 -0.48  0.241
H: -2.01 -0.88 -0.08  0.289
H: -1.26 -0.36 -1.46  0.189
H: -0.98 -2.59 -2.44  0.336
H: -0.99 -3.35 -0.88  0.285
H: -3.64 -2.65 -1.10  0.236
H: -3.12 -2.49 -2.66  0.248
H: 2.29 5.06 0.87  0.296
H: 1.51 3.75 1.25  0.365
O: 1.59 4.71 1.43  -0.703



Record 4
The following is a DFT calculation (ωB97M-V with the def2-TZVPD basis set) of a molecular structure, C27H31BGe2N8Ni.

HOMO (alpha / beta) in hartree: -0.511 / -0.511
Molar mass in g/mol: 682.33
Energy above the lowest of the compared OMol25 structures with the same formula, charge and spin in kcal/mol: 6.4
Max |F| in hartree/bohr: 0.048
LUMO (alpha / beta) in Ha: -0.2595 / -0.2601
Spin multiplicity: 3
Total charge: +2
<S²>: 2.0045
E in eV: -195160.3839

Each line ends with the Löwdin spin population.
Geometry (Å):
Ni: 1.65 -0.40 1.03  1.719
C: 0.94 3.08 3.34  0.003
C: 0.96 1.71 3.31  0.011
N: 1.38 1.28 2.07  0.069
N: 1.62 2.39 1.36  0.001
C: 1.35 3.47 2.08  0.003
B: 2.08 2.25 -0.19  0.000
N: 3.36 1.32 -0.25  -0.001
C: 4.55 1.59 -0.80  0.004
C: 5.45 0.63 -0.49  0.003
C: 4.76 -0.28 0.27  0.013
N: 3.46 0.13 0.40  0.068
N: 0.95 1.47 -1.00  0.000
C: 0.29 1.78 -2.14  0.003
C: -0.49 0.67 -2.53  0.002
C: -0.26 -0.27 -1.54  0.010
N: 0.66 0.19 -0.64  0.057
N: 2.44 3.55 -0.77  0.000
C: 3.28 4.52 -0.22  0.000
C: 3.47 5.49 -1.16  0.000
C: 2.69 5.00 -2.28  0.000
N: 2.07 3.90 -2.05  0.000
H: 0.72 3.82 4.14  0.001
H: 0.82 1.06 4.16  0.000
H: 1.37 4.46 1.64  0.000
H: 4.73 2.43 -1.43  0.000
H: 6.48 0.65 -0.77  0.001
H: 5.14 -1.16 0.74  0.000
H: 0.35 2.75 -2.63  0.000
H: -1.14 0.70 -3.36  0.000
H: -0.53 -1.35 -1.58  0.000
H: 3.73 4.38 0.76  0.000
H: 3.98 6.43 -1.05  0.000
H: 2.62 5.45 -3.25  0.000
C: 0.90 -2.45 2.07  0.016
Ge: 0.16 -3.28 0.47  0.003
C: 1.36 -3.14 -1.11  0.004
C: -0.32 -5.16 0.57  0.001
Ge: -2.06 -2.07 0.20  0.000
C: -2.38 -0.43 1.07  0.000
C: -2.11 -0.24 2.40  0.000
C: -2.61 0.90 3.08  0.000
C: -3.20 1.86 2.29  0.000
C: -3.27 1.81 0.87  0.000
C: -2.94 0.59 0.32  0.000
C: -3.44 -2.74 -0.91  0.000
C: -4.69 -2.07 -0.93  0.000
C: -5.67 -2.39 -1.83  0.000
C: -5.36 -3.44 -2.70  0.000
C: -4.18 -4.18 -2.70  0.000
C: -3.17 -3.78 -1.81  0.000
H: 0.80 -3.10 2.92  0.000
H: 0.41 -1.52 2.45  0.003
H: 1.98 -2.31 2.03  0.002
H: 2.04 -3.98 -1.14  0.000
H: 1.90 -2.15 -1.12  0.002
H: 0.69 -3.17 -1.98  0.000
H: 0.57 -5.77 0.49  0.000
H: -0.97 -5.36 -0.28  0.000
H: -0.87 -5.38 1.46  0.000
H: -1.65 -0.98 3.00  0.000
H: -2.46 1.04 4.15  0.000
H: -3.62 2.72 2.75  0.000
H: -3.69 2.63 0.29  0.000
H: -3.18 0.44 -0.71  0.000
H: -4.90 -1.24 -0.27  0.000
H: -6.61 -1.81 -1.92  0.000
H: -6.10 -3.61 -3.53  0.000
H: -4.07 -5.04 -3.36  0.000
H: -2.21 -4.32 -1.76  0.000



Record 5
The following is a DFT calculation (ωB97M-V with the def2-TZVPD basis set) of 2 unconnected molecules or ions with the total composition C18H20N2O4.

HOMO in hartree: -0.325
Molar mass in g/mol: 328.37
Energy above the lowest of the compared OMol25 structures with the same formula, charge and spin in kcal/mol: 260.6
Max |F| in hartree/bohr: 0.112
LUMO in Ha: 0.0011
Total charge: 0
E in eV: -30151.0869

Each line ends with the Mulliken charge.
Geometry (Å):
C: -1.53 0.03 0.19  -0.072
C: -0.13 0.72 -0.35  0.264
C: -2.63 0.87 -0.73  -0.833
C: -3.85 0.19 -0.36  1.029
C: -4.56 -0.71 -1.31  -0.508
C: -4.64 0.45 0.77  -0.607
C: -5.66 -1.37 -0.94  -0.642
C: -5.91 -0.19 1.20  -0.939
C: -6.57 -0.89 0.20  0.788
C: 2.21 0.60 0.39  0.215
C: 2.84 2.00 0.15  0.335
C: 2.66 -0.44 -0.58  -0.938
C: 4.12 -0.83 -0.37  0.354
C: 5.30 -0.07 -0.68  -0.298
C: 4.22 -2.08 0.43  -0.475
C: 6.60 -0.73 -0.33  -0.409
C: 5.44 -2.62 0.51  -0.347
C: 6.61 -2.03 0.24  -0.294
H: -2.18 -1.18 1.61  0.405
H: -2.91 0.67 1.99  0.435
H: -1.57 -0.95 -0.31  0.316
H: -2.45 2.07 -0.50  0.282
H: -2.57 0.85 -1.86  0.341
H: -4.12 -0.89 -2.44  0.165
H: -4.42 1.35 1.32  0.630
H: -6.23 -1.95 -1.75  0.206
H: -6.68 0.57 1.84  0.189
H: -8.30 -1.22 -0.98  0.362
H: 0.75 0.10 1.54  0.401
H: 2.65 0.10 1.27  0.330
H: 1.99 -1.35 -0.39  0.387
H: 2.23 -0.06 -1.70  0.329
H: 5.26 0.96 -1.09  0.439
H: 3.20 -2.40 0.85  0.256
H: 7.65 -0.20 -0.46  0.239
H: 5.54 -3.77 0.65  0.191
H: 7.59 -2.64 0.26  0.275
H: 1.20 2.23 0.90  0.500
N: -1.71 -0.12 1.63  -0.757
N: 0.86 0.65 0.57  -0.257
O: -0.14 1.54 -1.34  -0.649
O: -7.97 -1.05 0.03  -0.548
O: 3.75 2.43 -0.42  -0.490
O: 2.14 2.90 0.90  -0.603



Record 6
The following is a DFT calculation (ωB97M-V with the def2-TZVPD basis set) of a gas-phase ion, CH3O2S (charge -1).

HOMO in hartree: -0.124
Molar mass in g/mol: 79.10
Energy above the lowest of the compared OMol25 structures with the same formula, charge and spin in kcal/mol: 112.4
Max |F| in hartree/bohr: 0.083
Structure (SMILES): C=[S@@H](=O)[O-]
LUMO in Ha: 0.1507
Total charge: -1
E in eV: -16012.9068

Each line ends with the Mulliken charge.
Geometry (Å):
C: -0.17 0.87 -1.20  -0.693
O: 1.21 -1.62 0.27  -0.593
O: 0.92 0.43 1.55  -0.608
S: 0.39 -0.46 0.48  0.581
H: -0.74 1.52 -0.50  0.121
H: -0.88 0.48 -1.85  0.174
H: -0.72 -1.22 1.25  0.018



Record 7
The following is a DFT calculation (ωB97M-V with the def2-TZVPD basis set) of a molecular structure, C3H3BaO3.

HOMO (alpha / beta) in hartree: -0.599 / -0.651
Molar mass in g/mol: 224.38
Energy above the lowest of the compared OMol25 structures with the same formula, charge and spin in kcal/mol: 27.9
Max |F| in hartree/bohr: 0.051
LUMO (alpha / beta) in Ha: -0.3026 / -0.3137
Spin multiplicity: 2
Total charge: +2
<S²>: 0.7695
E in eV: -9976.3559

Each line ends with the Löwdin spin population.
Geometry (Å):
O: 2.14 -1.66 1.66  0.000
Ba: -1.87 -1.67 -1.15  0.002
O: 0.24 -2.18 0.44  0.000
C: 1.16 -1.98 1.15  0.000
O: -0.73 1.82 -0.23  0.053
C: -1.56 1.24 -1.06  0.307
H: -1.96 1.95 -1.80  0.010
C: -0.18 3.03 -0.37  0.579
H: -0.73 3.74 -0.99  0.023
H: 0.47 3.39 0.43  0.026